(1)
DFT (ωB97M-V/def2-TZVPD) results for a molecular structure, C5H15BeBrCl5F2N4O7P3 at a distorted geometry.

Calculated values
Energy = -192069.665 eV

Geometry (Å):
O1 1.705 -1.603 0.053
P1 2.489 -0.646 -0.751
O2 3.928 -0.476 -0.083
O3 2.753 -1.172 -2.245
P2 1.611 1.367 -0.769
N1 -0.133 1.000 -0.705
C1 -0.765 -0.172 -0.656
N2 -2.063 0.084 -0.632
C2 -2.295 1.426 -0.682
C3 -1.070 2.029 -0.721
P3 -0.519 3.794 -0.778
O4 -1.070 4.328 -2.241
Cl1 -1.607 4.695 0.720
H1 4.254 0.453 -0.255
H2 2.800 -0.417 -2.865
H3 1.825 1.812 -2.099
H4 -0.273 -1.133 -0.639
H5 -2.798 -0.612 -0.605
H6 -3.247 1.925 -0.701
H7 -0.699 3.729 -2.903
O5 1.911 5.196 1.444
H8 0.984 5.276 1.707
O6 5.847 -2.806 -0.192
H9 5.186 -2.076 -0.172
H10 6.728 -2.449 0.048
H11 5.858 -3.244 -1.061
C4 -1.688 -2.351 2.182
O7 -2.491 -1.519 1.768
N3 -2.080 -3.596 2.581
N4 -0.355 -2.102 2.276
H12 -1.447 -4.294 2.923
H13 -3.058 -3.810 2.525
H14 -0.029 -1.196 1.995
H15 0.314 -2.770 2.609
F1 2.717 -0.633 -4.581
Be1 -1.939 3.402 2.986
C5 -5.922 -0.121 1.263
Cl2 -4.990 -1.264 0.278
Cl3 -7.254 0.533 0.304
Cl4 -6.562 -0.964 2.672
Cl5 -4.864 1.193 1.788
Br1 2.604 -1.355 -6.356
F2 5.708 0.539 0.569

(2)
DFT (ωB97M-V/def2-TZVPD) results for a gas-phase ion, C3H8NO (charge -1).

Calculated values
Relative energy (zero: lowest compared OMol25 entry of this formula, charge and spin) = 10.2 kcal/mol
Structure (SMILES) = CCNC[O-]
Total charge = -1
Energy = -6777.550 eV

Geometry (Å):
C1 1.465 0.158 -1.489
C2 0.033 0.576 -1.186
N1 -0.218 0.687 0.241
C3 -1.005 -0.433 0.881
O1 -0.427 -0.954 1.954
H1 2.159 0.919 -1.102
H2 1.684 -0.727 -0.877
H3 1.682 -0.072 -2.537
H4 -0.178 1.543 -1.672
H5 -0.651 -0.163 -1.614
H6 0.659 0.742 0.746
H7 -1.986 0.051 1.084
H8 -1.118 -1.174 0.042

(3)
DFT (ωB97M-V/def2-TZVPD) results for C4H5N3O2 in the gas phase at a distorted geometry.

Calculated values
Relative energy (zero: lowest compared OMol25 entry of this formula, charge and spin) = 186.3 kcal/mol
Structure (SMILES) = C=COn1cnc(O)n1
Energy = -12787.796 eV

Geometry (Å):
C1 1.767 -1.116 -0.386
C2 2.066 0.185 0.140
O1 1.161 0.733 1.002
N1 -0.003 0.524 0.424
C3 -0.756 1.596 -0.164
N2 -1.990 1.140 -0.354
C4 -1.898 -0.064 0.240
O2 -2.904 -0.912 0.371
N3 -0.725 -0.504 0.864
H1 0.903 -2.072 -0.677
H2 2.853 -1.309 -0.923
H3 3.175 0.311 0.133
H4 -0.027 2.338 -0.395
H5 -3.620 -0.849 -0.277

(4)
DFT (ωB97M-V/def2-TZVPD) results for 4 unconnected molecules or ions with the total composition C39H61Br2N4O3S at a distorted geometry.

Calculated values
2S+1 = 4
<S²> = 3.76
Energy = -204441.280 eV

Geometry (Å):
Br1 -3.621 -1.108 -10.182
C1 -1.935 -0.720 -9.220
C2 -0.530 -1.016 -9.856
C3 0.818 -0.755 -9.093
Br2 2.468 -1.261 -10.070
C4 0.817 -0.157 -7.633
C5 -0.568 0.154 -7.019
C6 -1.910 -0.097 -7.773
S1 -0.652 0.863 -5.292
C7 1.047 1.619 -5.119
C8 1.298 2.760 -4.073
C9 2.706 3.408 -3.838
C10 3.854 2.885 -4.743
C11 3.605 1.758 -5.788
C12 2.196 1.087 -6.007
N1 2.130 0.002 -6.999
H1 -0.552 -1.478 -10.912
H2 -2.925 0.158 -7.305
H3 0.458 3.167 -3.403
H4 2.922 4.213 -3.064
H5 4.924 3.304 -4.664
H6 4.508 1.412 -6.394
H7 2.877 0.183 -7.697
C13 -3.601 -4.550 -3.920
C14 -3.420 -3.012 -4.037
C15 -2.992 -2.274 -2.738
C16 -4.078 -2.020 -1.711
C17 -5.308 -1.399 -2.363
C18 -5.790 -2.254 -3.555
N2 -4.709 -2.485 -4.575
O1 -4.443 -1.305 -5.200
C19 -6.354 -3.571 -2.954
C20 -7.040 -1.606 -4.198
C21 -2.163 -2.907 -4.949
H8 -4.632 -4.888 -3.959
H9 -3.158 -5.070 -4.778
H10 -3.146 -4.942 -3.002
H11 -2.604 -1.284 -3.018
H12 -2.151 -2.792 -2.266
H13 -4.326 -2.949 -1.183
H14 -3.704 -1.343 -0.936
H15 -6.105 -1.309 -1.617
H16 -5.071 -0.378 -2.686
H17 -6.748 -4.228 -3.734
H18 -7.177 -3.359 -2.264
H19 -5.631 -4.133 -2.362
H20 -6.853 -0.600 -4.579
H21 -7.850 -1.520 -3.467
H22 -7.413 -2.223 -5.023
H23 -2.342 -3.300 -5.955
H24 -1.348 -3.497 -4.516
H25 -1.784 -1.887 -5.039
C22 2.023 0.329 0.831
C23 2.726 1.660 0.449
C24 3.941 2.067 1.329
C25 3.626 2.677 2.681
C26 2.595 3.792 2.548
C27 1.339 3.292 1.802
N3 1.661 2.705 0.454
O2 2.065 3.709 -0.371
C28 0.632 2.288 2.752
C29 0.307 4.440 1.682
C30 3.372 1.297 -0.921
H26 1.043 0.450 1.284
H27 1.790 -0.269 -0.058
H28 2.641 -0.276 1.505
H29 4.521 2.825 0.784
H30 4.621 1.218 1.456
H31 3.293 1.899 3.380
H32 4.540 3.086 3.125
H33 2.323 4.151 3.546
H34 3.047 4.643 2.025
H35 -0.292 1.905 2.311
H36 0.363 2.772 3.696
H37 1.253 1.441 3.041
H38 0.687 5.303 1.131
H39 0.016 4.803 2.673
H40 -0.605 4.088 1.187
H41 2.625 1.081 -1.691
H42 3.985 0.396 -0.808
H43 4.043 2.072 -1.299
C31 1.322 -2.533 6.892
C32 2.026 -1.203 6.509
C33 3.239 -0.795 7.391
C34 2.921 -0.183 8.741
C35 1.891 0.932 8.605
C36 0.636 0.431 7.857
N4 0.961 -0.158 6.511
O3 1.367 0.844 5.686
C37 -0.074 -0.571 8.807
C38 -0.395 1.579 7.733
C39 2.675 -1.567 5.140
H44 0.341 -2.413 7.342
H45 1.092 -3.132 6.002
H46 1.939 -3.138 7.568
H47 3.820 -0.037 6.846
H48 3.919 -1.643 7.520
H49 2.587 -0.960 9.441
H50 3.834 0.226 9.186
H51 1.617 1.292 9.601
H52 2.345 1.782 8.082
H53 -0.997 -0.954 8.364
H54 -0.345 -0.085 9.749
H55 0.546 -1.419 9.099
H56 -0.014 2.440 7.182
H57 -0.689 1.944 8.722
H58 -1.306 1.227 7.236
H59 1.930 -1.785 4.369
H60 3.288 -2.469 5.258
H61 3.347 -0.792 4.763